Below is the ion C4H9ClN with charge +1, with properties calculated with ωB97M-V/def2-TZVPD.

The geometry in XYZ format:
```
15
Properties=species:S:1:pos:R:3:forces:R:3:nbo_charge:R:1
C 0.598390 0.707979 0.635030 0.69 -1.25 0.92 -0.265
C 0.018766 -1.337682 -0.397880 2.27 -1.03 0.45 -0.300
C 1.701479 -0.366903 0.883613 -3.52 -2.98 -0.35 -0.185
C -1.452463 0.735525 -0.710365 0.60 1.03 -4.62 -0.444
N -0.587679 -0.090294 0.125398 2.93 2.20 -2.23 -0.360
Cl 3.170204 -0.215695 0.107682 0.36 0.20 0.08 0.165
H 0.356325 1.358723 1.471909 -0.26 -0.23 0.32 0.246
H 0.966780 1.361719 -0.118931 -0.02 0.30 -1.02 0.243
H 0.301931 -1.297142 -1.459894 -0.09 0.48 0.55 0.223
H -0.413103 -2.372523 -0.169629 0.21 2.00 0.23 0.252
H 1.639096 -1.130242 1.758555 0.24 1.88 -1.47 0.269
H -1.990013 1.480732 -0.198568 -0.25 0.91 1.32 0.242
H -0.888727 1.329580 -1.606440 -1.06 -1.87 2.22 0.246
H -2.220753 0.096232 -1.135189 0.11 -0.17 -0.31 0.245
H -1.200226 -0.260010 0.814716 -2.19 -1.45 3.93 0.424
```
Forces are in eV/Å.

## Properties
* F_max: 4.77 eV Å⁻¹
* highest occupied orbital energy (spin up / spin down): -13.09 / -13.43 eV
* 2S+1: 1
* net charge: +1
* energy relative to the best compared isomer or geometry (same formula, charge and spin): 3.197 eV